No. 1
Below is a gas-phase ion, C2H3OS3 (charge -1), with properties calculated with the ωB97M-V functional and the def2-TZVPD basis.

```
! RIJCOSX wB97M-V def2-TZVPD def2/J DEFGRID3
* xyz -1 1
O -1.444 0.999 -0.897
C -0.603 0.841 0.040
S 0.125 2.112 0.914
C 0.023 -0.527 0.159
S 1.800 -0.505 0.701
S -0.259 -1.711 -1.169
H -0.395 -1.121 1.055
H 1.632 0.805 1.310
H -0.880 -0.893 -2.113
*
```

The SMILES is [O-]C(=S)C(S)S. The highest occupied orbital energy comes out at -3.84 eV. For the LUMO energy, the calculation gives 3.34 eV.

***

No. 2
Below is 2 unconnected molecules or ions with the total composition C2H7N3, with properties calculated with the ωB97M-V functional and the def2-TZVPD basis.

```
! RIJCOSX wB97M-V def2-TZVPD def2/J DEFGRID3
* xyz 0 1
H -2.859 2.672 1.210
N -2.684 1.713 0.933
C -1.461 1.545 0.641
N -0.943 0.350 0.235
H -0.705 2.329 0.716
H -1.583 -0.403 0.052
H -0.071 0.398 -0.266
C 1.920 -2.055 -0.570
N 1.943 -0.799 -0.664
H 1.194 -2.509 0.107
H 2.563 -2.755 -1.104
H 2.685 -0.485 -1.289
*
```

The SMILES is [H]/N=C/N.C=N. The highest occupied orbital energy comes out at -8.90 eV. For the LUMO energy, the calculation gives 0.98 eV.

***

No. 3
Below is 2 unconnected molecules or ions with the total composition C5H14, with properties calculated with the ωB97M-V functional and the def2-TZVPD basis.

```
! RIJCOSX wB97M-V def2-TZVPD def2/J DEFGRID3
* xyz 0 1
C 2.879 -0.763 0.697
C 1.537 -0.486 0.012
C 0.764 -1.636 -0.533
H 3.410 0.132 0.970
H 3.434 -1.178 -0.133
H 2.860 -1.407 1.575
H 0.941 0.354 0.335
H 1.794 0.104 -0.892
H 1.428 -2.541 -0.590
H -0.092 -2.073 0.041
H 0.228 -1.451 -1.536
C -1.890 1.089 -0.569
C -2.879 1.607 0.493
H -1.570 1.911 -1.261
H -0.989 0.858 0.035
H -2.418 0.309 -1.136
H -3.896 1.889 0.133
H -2.362 2.400 1.087
H -3.179 0.883 1.271
*
```

The SMILES is CCC.CC. The highest occupied orbital energy comes out at -10.51 eV. For the LUMO energy, the calculation gives 1.09 eV.

***

No. 4
Below is a molecular structure, C23H20BCl3N8Ru, with properties calculated with the ωB97M-V functional and the def2-TZVPD basis.

```
! RIJCOSX wB97M-V def2-TZVPD def2/J DEFGRID3
* xyz 2 5
Ru -0.370 -0.203 -0.623
C -2.551 -2.647 2.086
C -1.650 -2.490 1.053
N -1.573 -1.190 0.706
N -2.422 -0.505 1.515
C -3.020 -1.362 2.338
B -2.680 1.024 1.305
N -3.151 1.252 -0.146
C -4.369 1.578 -0.604
C -4.328 1.611 -1.984
C -3.012 1.283 -2.294
N -2.296 1.077 -1.186
N -1.324 1.745 1.502
C -1.004 2.792 2.266
C 0.348 3.060 2.120
C 0.792 2.103 1.221
N -0.224 1.301 0.861
H -2.832 -3.557 2.585
H -1.053 -3.225 0.537
H -3.749 -1.012 3.052
H -3.488 1.410 2.096
H -5.178 1.777 0.080
H -5.130 1.853 -2.659
H -2.557 1.197 -3.271
H -1.754 3.283 2.864
H 0.919 3.832 2.604
H 1.791 1.926 0.848
N 0.612 0.972 -2.186
C 1.667 0.070 -2.505
C 2.980 0.449 -2.272
C 4.006 -0.403 -2.620
C 3.733 -1.648 -3.220
C 2.441 -2.027 -3.451
C 1.354 -1.209 -3.055
C 0.004 -1.713 -3.168
C -0.338 -2.548 -4.261
C -1.605 -3.045 -4.361
C -2.561 -2.755 -3.357
C -2.247 -1.958 -2.276
C -0.969 -1.417 -2.145
H 0.940 1.899 -1.928
H -0.075 1.063 -2.930
H 3.195 1.426 -1.854
H 5.031 -0.099 -2.457
H 4.548 -2.306 -3.489
H 2.233 -3.001 -3.871
H 0.391 -2.759 -5.032
H -1.881 -3.656 -5.210
H -3.558 -3.170 -3.444
H -3.002 -1.748 -1.530
Cl 4.076 -0.260 2.150
C 2.840 -1.499 2.346
Cl 1.682 -1.045 3.589
Cl 3.533 -3.070 2.637
C 2.087 -1.557 1.068
N 1.484 -1.578 0.091
*
```

The highest occupied orbital energy (alpha / beta) comes out at -14.24 / -14.59 eV. The expectation value of S² is 6.0347. For the LUMO energy (alpha / beta), the calculation gives -6.06 / -9.62 eV.